1.
Entry from the OMol25 dataset: C17H31N3O2S in the gas phase (ωB97M-V with the def2-TZVPD basis set).

Last column: natural (NBO) charge in e.
Positions of all 54 atoms, in Å:
H  -4.101  -3.860  1.330  0.20
H  -0.734  -1.671  2.459  0.21
H  0.498  -1.230  -2.520  0.43
C  -3.037  -3.696  1.341  -0.35
H  -3.148  -1.649  1.768  0.20
C  3.513  0.154  -0.992  -0.25
H  -2.415  -4.553  1.141  0.21
H  -2.055  3.117  -0.617  0.20
C  -1.371  0.819  0.982  -0.26
C  3.692  1.188  0.128  -0.05
C  -1.037  -2.247  1.579  -0.27
H  -3.286  4.291  -2.503  0.20
C  4.876  -0.385  -1.417  -0.60
H  5.386  -0.854  -0.579  0.21
H  -3.141  2.833  -3.484  0.20
N  -0.643  -1.533  0.387  -0.40
H  -0.491  -3.196  1.557  0.26
N  -0.340  0.035  -1.122  -0.30
C  0.724  1.605  2.258  0.10
N  0.095  -1.153  -1.601  -0.39
H  4.194  2.072  -0.275  0.18
O  2.483  1.670  0.673  -0.56
H  -4.539  3.003  -0.772  0.19
H  -1.925  1.643  -1.575  0.23
H  -4.729  3.545  -3.190  0.21
S  0.350  -3.729  -0.854  -0.27
C  -2.517  -2.509  1.583  -0.21
O  1.241  2.770  2.850  -0.71
C  -2.552  2.178  -0.860  -0.42
H  1.495  -0.101  1.140  0.17
C  1.870  0.816  1.611  -0.09
H  5.501  0.422  -1.794  0.20
C  -0.071  -2.152  -0.702  0.21
H  -1.598  0.334  1.938  0.22
C  -0.783  -0.203  0.073  0.39
H  0.081  2.279  0.315  0.23
H  1.799  3.194  2.184  0.48
C  -2.703  1.335  0.402  -0.37
H  2.597  0.530  2.387  0.18
H  -3.205  1.923  1.174  0.21
C  -3.758  3.342  -2.746  -0.60
H  2.914  -0.680  -0.608  0.20
H  2.644  0.056  -2.969  0.20
H  0.303  1.019  3.084  0.17
C  -3.907  2.484  -1.496  -0.38
H  -3.339  0.474  0.178  0.20
H  -0.935  2.803  1.673  0.22
C  2.784  0.786  -2.175  -0.62
H  4.317  0.765  0.929  0.17
H  4.758  -1.126  -2.203  0.22
C  -0.383  1.962  1.249  -0.42
H  3.365  1.615  -2.572  0.20
H  1.812  1.162  -1.864  0.23
H  -4.405  1.547  -1.758  0.19

Results
- SMILES: C=CCn1c([C@H](CCCC)C[C@H](O)COCC(C)C)n[nH]c1=S
- 2S+1: 1
- Gap between HOMO and LUMO: 8.7 eV
- E: -1379.288768 hartree
- Total charge: 0
- LUMO: 0.74 eV


2.
Entry from the OMol25 dataset: 2 unconnected molecules or ions with the total composition CH3NOS (ωB97M-V with the def2-TZVPD basis set).

Last column: natural (NBO) charge in e.
Positions of all 7 atoms, in Å:
H  -1.024  0.131  -0.577  0.23
N  1.109  -0.118  0.178  -0.56
O  2.154  -1.790  -1.355  -0.87
H  -0.632  -1.299  0.532  0.22
H  1.211  1.749  0.283  -0.03
S  1.230  -0.695  -1.350  1.37
C  -0.182  -0.543  -0.125  -0.36

Results
- Relative energy (zero: lowest compared OMol25 entry of this formula, charge and spin): 4.408 eV
- 2S+1: 3
- Gap between HOMO and LUMO (alpha / beta): 8.9 / 7.8 eV
- E: -567.826786 hartree
- Total charge: 0
- LUMO (alpha / beta): 0.47 / -2.57 eV